ORCA calculation (the ωB97M-V functional and the def2-TZVPD basis) on a 6-piece molecular cluster, C34H60BCl2N2O19P2S overall.

Structure (ORCA input):
```
! wB97M-V def2-TZVPD RIJCOSX def2/J DEFGRID3
* xyz 1 1
C 0.848 5.460 3.401
C 0.927 4.741 1.945
O 0.021 3.602 2.008
B 0.549 2.466 1.266
O 0.679 2.752 -0.136
C 0.832 1.063 2.025
N 0.030 -0.165 1.710
P -0.763 -0.286 0.098
C -1.897 -1.789 -0.100
C -2.139 1.042 -0.132
C -2.908 1.377 1.248
C 0.647 -1.456 2.249
C -0.515 -2.316 2.998
C -0.380 -3.900 2.869
O -0.960 -4.625 2.060
Cl 0.687 -4.756 4.114
P 1.599 -2.495 0.980
N 0.784 -3.316 -0.094
O 2.587 -3.709 1.731
O 2.714 -1.594 0.034
C 1.830 -1.127 3.335
C 1.389 -0.602 4.774
O 1.321 -1.737 5.700
C 0.238 -1.580 6.649
O 2.890 -0.347 2.693
C 2.422 0.898 2.160
Cl 2.890 2.138 3.500
S 3.516 1.439 0.776
C 5.153 0.539 1.008
O 3.893 2.911 0.893
O 3.108 1.197 -0.631
H 1.739 6.172 3.536
H 0.995 4.637 4.194
H -0.144 5.981 3.584
H 2.026 4.483 1.799
H 0.649 5.499 1.140
H 0.015 3.434 -0.398
H 0.517 1.327 3.113
H -0.815 -0.096 2.334
H -1.643 -2.706 0.509
H -3.013 -1.579 0.098
H -1.849 -2.086 -1.213
H -2.955 0.671 -0.856
H -1.747 1.996 -0.610
H -3.713 2.156 0.976
H -2.251 1.850 2.049
H -3.447 0.428 1.571
H -1.570 -2.062 2.600
H -0.607 -2.117 4.112
H 0.936 -4.326 -0.018
H 2.823 -4.355 1.033
H 3.573 -1.651 0.527
H 2.370 -2.114 3.609
H 2.155 0.108 5.263
H 0.358 -0.120 4.715
H -0.569 -2.353 6.380
H 0.637 -1.896 7.676
H -0.165 -0.522 6.757
H 5.242 -0.314 0.259
H 5.342 0.246 2.089
H 5.980 1.291 0.726
O 3.830 0.916 -7.205
C 3.733 1.024 -6.012
O 3.421 -0.006 -5.178
C 3.280 0.491 -3.841
C 4.059 1.786 -3.814
C 3.888 2.300 -5.228
H 2.216 0.642 -3.635
H 3.677 -0.239 -3.135
H 3.711 2.481 -3.048
H 5.117 1.578 -3.624
H 2.980 2.897 -5.338
H 4.761 2.861 -5.561
O -4.092 -0.528 -2.319
C -3.389 -0.304 -3.272
O -2.037 -0.195 -3.201
C -1.522 0.182 -4.486
C -2.584 -0.236 -5.476
C -3.861 -0.061 -4.679
H -1.350 1.262 -4.490
H -0.573 -0.327 -4.665
H -2.561 0.342 -6.401
H -2.455 -1.291 -5.735
H -4.251 0.957 -4.753
H -4.620 -0.786 -4.970
O -7.602 -1.039 1.409
C -7.512 -1.892 0.564
O -8.579 -2.486 -0.035
C -8.117 -3.527 -0.905
C -6.682 -3.174 -1.218
C -6.229 -2.488 0.051
H -8.205 -4.484 -0.383
H -8.736 -3.557 -1.803
H -6.075 -4.039 -1.489
H -6.648 -2.463 -2.050
H -5.848 -3.202 0.786
H -5.490 -1.713 -0.154
O -3.487 -5.047 -1.169
C -2.685 -5.943 -1.255
O -2.963 -7.162 -1.788
C -1.825 -8.019 -1.635
C -0.646 -7.088 -1.469
C -1.266 -5.902 -0.759
H -1.982 -8.653 -0.757
H -1.723 -8.655 -2.515
H 0.186 -7.540 -0.926
H -0.278 -6.776 -2.451
H -1.264 -6.030 0.325
H -0.780 -4.968 -1.038
O 1.863 7.040 1.196
C 2.954 7.400 0.828
O 3.871 7.986 1.640
C 5.008 8.384 0.863
C 4.967 7.518 -0.374
C 3.481 7.313 -0.578
H 4.915 9.449 0.629
H 5.920 8.229 1.441
H 5.470 7.968 -1.232
H 5.445 6.555 -0.169
H 3.037 8.113 -1.175
H 3.266 6.339 -1.019
*
```

Output
E_LUMO = -0.11564 Eh
E_HOMO = -0.4192 hartree
Energy above the lowest of the compared OMol25 structures with the same formula, charge and spin = 4.644 eV
Energy = -4896.40742 Eh
Molar mass = 976.582 g/mol
Strongest force on any atom = 0.1521 Eh/bohr

Mulliken population analysis, charges in e, atoms 1 to 8:
1. C -1.01
2. C -0.11
3. O -0.72
4. B 0.65
5. O -0.41
6. C -0.55
7. N -0.42
8. P 0.19

***

ORCA calculation (the ωB97M-V functional and the def2-TZVPD basis) on an isolated molecule of C3H5N3.

Structure (ORCA input):
```
! wB97M-V def2-TZVPD RIJCOSX def2/J DEFGRID3
* xyz 0 1
N -1.848 -0.646 0.278
C -0.792 0.077 -0.178
C 0.596 -0.047 -0.639
N 1.690 -0.177 0.398
N 1.617 0.144 1.563
C -0.250 1.161 -0.660
H -2.619 -0.109 0.649
H -1.622 -1.459 0.833
H 0.872 -0.607 -1.541
H 2.558 -0.575 -0.040
H -0.268 2.217 -0.856
*
```

Output
E_LUMO = 0.03631 Eh
E_HOMO = -0.2815 hartree
Energy above the lowest of the compared OMol25 structures with the same formula, charge and spin = 4.650 eV
Energy = -281.41916 Eh
Molar mass = 83.094 g/mol
Strongest force on any atom = 0.0148 Eh/bohr

natural (NBO) population analysis, charges in e, atoms 1 to 8:
1. N -0.79
2. C 0.23
3. C -0.15
4. N -0.24
5. N -0.25
6. C -0.27
7. H 0.39
8. H 0.40

***

ORCA calculation (the ωB97M-V functional and the def2-TZVPD basis) on an isolated molecule of C4H8O2.

Structure (ORCA input):
```
! wB97M-V def2-TZVPD RIJCOSX def2/J DEFGRID3
* xyz 0 1
C -1.829 0.100 0.222
C -0.498 -0.557 0.595
O -0.487 -1.504 1.361
C 0.864 -0.096 0.046
C 0.773 -0.057 -1.467
O 1.902 -0.963 0.436
H -1.726 1.186 0.163
H -2.191 -0.254 -0.752
H -2.590 -0.152 0.976
H 1.088 0.919 0.412
H 0.482 -1.049 -1.842
H 0.016 0.677 -1.783
H 1.789 0.210 -1.774
H 1.460 -1.575 1.047
*
```

Output
E_LUMO = 0.03119 Eh
E_HOMO = -0.3736 hartree
Energy above the lowest of the compared OMol25 structures with the same formula, charge and spin = 0.780 eV
Energy = -307.68376 Eh
Molar mass = 88.106 g/mol
Strongest force on any atom = 0.0192 Eh/bohr

natural (NBO) population analysis, charges in e, atoms 1 to 8:
1. C -0.72
2. C 0.58
3. O -0.56
4. C 0.00
5. C -0.62
6. O -0.71
7. H 0.23
8. H 0.24